Entry 1:
10
Properties=species:S:1:pos:R:3:forces:R:3:nbo_charge:R:1 method="wB97M-V/def2-TZVPD" e_tot_ev=-17356.126 lumo_energy_ev=0.30
N 1.708 -0.126 0.811 0.03 2.56 0.61 -1.339
Si -1.675 -0.055 0.013 -0.45 1.17 0.30 0.359
Si 0.596 -0.457 -0.427 -0.22 2.85 -2.14 1.004
H 2.601 -0.568 0.982 -0.23 0.09 -0.16 0.415
H 1.747 0.950 0.939 0.18 -2.69 0.00 0.425
H -2.042 -1.033 1.046 -0.32 -0.06 0.24 -0.155
H -1.881 1.409 0.529 0.47 -1.30 -0.20 -0.107
H -2.696 -0.096 -1.093 0.65 -0.30 0.09 -0.110
H 1.013 -1.565 -1.338 -0.15 0.19 0.30 -0.162
H 0.631 1.541 -1.460 0.04 -2.51 0.96 -0.330


Entry 2:
45
Properties=species:S:1:pos:R:3:forces:R:3:nbo_charge:R:1 method="wB97M-V/def2-TZVPD" e_tot_ev=-33701.569 charge=-1 lumo_energy_ev=2.49
N -1.235 0.232 0.314 -0.12 -0.32 0.68 -0.859
C -1.769 0.501 -0.907 0.34 0.03 -0.14 0.909
O -2.632 -0.304 -1.371 -0.22 0.23 0.09 -0.828
O -1.331 1.514 -1.535 -0.05 0.00 -0.03 -0.846
H -0.540 0.803 0.759 0.08 0.28 -0.30 0.406
H -1.618 -0.507 0.875 -0.05 -0.10 -0.16 0.392
H 1.359 2.526 2.726 0.01 0.14 -0.14 0.484
H 0.205 2.879 1.755 0.15 -0.20 0.27 0.523
O 0.396 2.577 2.684 -0.10 0.03 -0.13 -0.995
H 0.179 0.965 3.237 -0.41 0.03 0.37 0.525
H -0.264 0.189 4.569 -0.12 0.30 0.07 0.488
O 0.151 0.091 3.712 0.14 -0.10 -0.45 -1.017
H 1.092 2.461 0.016 -0.11 0.23 0.22 0.503
H -0.309 2.639 -0.607 -0.08 0.18 0.25 0.503
O 0.339 3.094 -0.021 0.12 -0.27 -0.18 -1.028
H 2.196 0.453 0.036 0.13 0.32 0.58 0.512
H 2.526 0.905 1.543 -0.19 0.12 -0.78 0.505
O 2.236 1.233 0.649 0.17 -0.65 0.06 -1.055
H -2.535 -3.319 -0.981 0.02 0.06 0.18 0.470
H -2.543 -1.786 -0.712 0.25 -0.15 0.01 0.507
O -2.191 -2.659 -0.367 -0.34 -0.14 0.02 -1.011
H 1.939 -0.069 -1.831 0.15 -0.21 0.06 0.499
H 1.418 -1.471 -1.484 0.38 0.19 0.11 0.509
O 2.174 -0.855 -1.291 -0.35 -0.08 0.03 -1.046
H -2.026 -0.687 -3.014 0.07 -0.21 -0.10 0.505
H -0.958 -0.248 -3.988 0.13 0.01 -0.16 0.480
O -1.456 -1.034 -3.740 -0.24 0.28 0.07 -0.985
H -2.894 2.115 -2.585 -0.11 -0.10 -0.07 0.491
H -3.901 1.014 -2.581 0.04 0.03 0.00 0.478
O -3.775 1.902 -2.940 -0.01 0.12 -0.02 -0.985
H 3.070 -0.660 2.767 -0.07 0.09 0.08 0.506
H 1.974 0.119 3.547 0.29 -0.16 -0.01 0.485
O 2.872 0.211 3.182 0.04 0.21 0.05 -1.015
H 0.313 -1.589 3.085 -0.18 0.01 0.01 0.506
H -0.258 -2.829 2.334 0.16 0.15 0.06 0.485
O 0.464 -2.534 2.905 -0.16 -0.25 -0.11 -0.985
H 1.515 2.210 -2.345 0.15 0.07 -0.03 0.477
H 0.259 1.360 -2.194 0.09 -0.08 -0.20 0.506
O 1.172 1.341 -2.570 -0.28 0.17 -0.03 -0.990
H 2.096 -2.436 2.170 0.24 0.03 -0.10 0.504
H 2.861 -1.953 0.922 0.07 0.05 0.01 0.495
O 2.985 -2.148 1.862 -0.22 -0.20 -0.19 -0.990
H -0.581 -2.536 -1.256 0.05 0.02 -0.14 0.495
H -0.415 -2.081 -2.724 0.16 0.00 0.25 0.504
O 0.077 -2.485 -1.975 0.00 -0.12 -0.06 -1.018